DFT (ωB97M-V/def2-TZVPD) results for C5H6O in the gas phase.

LUMO level   -0.20 eV
HOMO-LUMO gap   7.6 eV
Charge   0
2S+1   1
Energy above the lowest of the compared OMol25 structures with the same formula, charge and spin   5.215 eV

Element x y z (Å)
C (1.953837, 0.230871, -1.485462)
C (1.237101, 0.636567, -0.226099)
C (0.014811, -0.064695, -0.057999)
C (-0.937782, 0.165602, 0.882012)
C (-2.077303, -0.301064, 1.622121)
O (-1.532833, 1.082649, 1.607121)
H (2.405986, 1.138386, -1.902292)
H (2.818921, -0.414018, -1.256113)
H (1.367149, -0.280398, -2.272184)
H (-0.286007, -0.947352, -0.637446)
H (-1.928873, -0.780119, 2.589385)
H (-3.035009, -0.466431, 1.136957)

Forces on the atoms, in the same order (eV/Å):
0.0158 0.1507 0.0299
-0.5170 -0.1686 -0.3658
0.0973 0.0086 0.0468
-0.0991 -0.0687 -0.0530
-0.1948 -0.1672 0.0456
0.4574 0.0237 0.0853
-0.0100 -0.1408 -0.0506
-0.2249 0.1821 0.2028
0.0017 0.0688 0.2759
0.3828 -0.1789 0.0116
0.0302 -0.0249 -0.2970
0.0608 0.3153 0.0685

DFT (ωB97M-V/def2-TZVPD) results for C5H6O in the gas phase.

LUMO level   1.06 eV
HOMO-LUMO gap   11.2 eV
Structure (SMILES)   C#CC[C@H]1CO1
Charge   0
2S+1   1
Energy above the lowest of the compared OMol25 structures with the same formula, charge and spin   2.850 eV

Element x y z (Å)
C (2.371348, 0.309917, -0.186416)
C (1.471696, -0.456394, 0.044339)
C (0.184864, -1.100447, 0.326738)
C (-0.758116, 0.065940, 0.561465)
C (-1.279673, 0.788856, -0.589282)
O (-2.117512, -0.057082, 0.196037)
H (3.144515, 1.014331, -0.395370)
H (0.233970, -1.766204, 1.196308)
H (-0.165813, -1.692955, -0.526703)
H (-0.567570, 0.620345, 1.481658)
H (-1.050239, 0.414915, -1.587340)
H (-1.467471, 1.858781, -0.521433)

Forces on the atoms, in the same order (eV/Å):
-0.2870 -0.3203 0.0862
0.4027 0.3581 -0.1113
-0.0422 -0.0101 0.0061
0.1296 0.0854 0.0901
0.0969 0.2080 -0.2002
-0.1981 -0.1768 0.0623
0.0088 -0.2127 0.0301
0.0419 0.1484 -0.1348
0.0887 0.1237 0.1090
-0.1025 -0.0813 -0.1217
-0.0466 0.0495 0.1494
-0.0922 -0.1718 0.0347

DFT (ωB97M-V/def2-TZVPD) results for C5H6O in the gas phase.

LUMO level   0.88 eV
HOMO-LUMO gap   9.9 eV
Structure (SMILES)   O=C1C[C@H]2C[C@@H]12
Charge   0
2S+1   1
Energy above the lowest of the compared OMol25 structures with the same formula, charge and spin   3.345 eV

Element x y z (Å)
O (-1.222346, 2.069154, 0.272447)
C (-0.667370, 1.016131, 0.093244)
C (-1.104529, -0.252974, -0.646508)
C (-0.061500, -1.092064, 0.120452)
C (1.240114, -0.456448, -0.226893)
C (0.542744, 0.444895, 0.735257)
H (-2.152235, -0.510163, -0.476493)
H (-0.923439, -0.205032, -1.727187)
H (-0.153532, -0.835117, 1.262532)
H (1.340599, 0.000478, -1.207588)
H (2.142930, -0.935949, 0.133176)
H (1.018564, 0.757085, 1.667560)

Forces on the atoms, in the same order (eV/Å):
0.0122 -0.2720 0.1156
-0.0423 0.4991 -0.1880
-0.1616 0.1964 0.0342
0.0221 0.9628 1.0394
0.3852 0.1636 -0.0425
0.5556 1.0857 -0.6571
0.1335 0.1391 0.0648
0.0707 -0.2180 0.2735
-0.5422 -1.9506 -0.4633
-0.0699 -0.5181 -0.1195
0.0180 0.1799 0.0665
-0.3813 -0.2679 -0.1237

DFT (ωB97M-V/def2-TZVPD) results for a molecular structure, C5H6O.

LUMO level (spin up / spin down)   -0.62 / -0.62 eV
HOMO-LUMO gap (spin up / spin down)   6.9 / 6.9 eV
Charge   0
2S+1   1
Energy above the lowest of the compared OMol25 structures with the same formula, charge and spin   5.924 eV

Element x y z (Å)
C (0.337190, -0.855130, 1.037367)
C (-0.160763, 0.553423, 0.687410)
C (0.679047, 1.456258, 0.017909)
O (0.661926, 1.102009, -1.241971)
C (-0.433338, 0.189489, -1.109829)
C (-1.066086, -0.537346, -1.922359)
H (-0.501730, -1.556165, 0.988561)
H (1.105212, -1.204774, 0.343259)
H (0.748554, -0.862965, 2.053000)
H (-0.789927, 0.967876, 1.479867)
H (1.179745, 2.386074, 0.276048)
H (-1.822401, -1.295864, -1.799399)

Forces on the atoms, in the same order (eV/Å):
0.0655 -0.1311 0.0255
0.0300 0.1383 0.1411
-0.0551 0.0127 0.0148
0.0253 -0.0018 0.1165
-0.2254 -0.2969 -0.3814
0.0988 0.1670 0.2949
0.1152 0.1093 -0.0166
-0.1079 0.0660 0.0792
-0.0794 0.0134 -0.1508
0.0848 -0.0488 -0.1214
-0.0568 -0.1221 -0.0183
0.1049 0.0940 0.0166

no.,E (eV)
1,-7324.070
2,-7326.434
3,-7325.940
4,-7323.360